A 9-piece molecular cluster, C54H135O36P9 overall in a non-equilibrium geometry, computed with the ωB97M-V functional and the def2-TZVPD basis.

As for the strongest force on any atom: 4.65 eV/Å. The net charge is 0. The calculation puts the orbital gap at 10.58 eV. The calculated total energy comes out at -7919.938748 Eh. The value obtained for the lowest unoccupied orbital energy is 0.435 eV. As for the spin multiplicity: 1. The SMILES is CCOP(=O)(OCC)OCC.CCOP(=O)(OCC)OCC.CCOP(=O)(OCC)OCC.CCOP(=O)(OCC)OCC.CCOP(=O)(OCC)OCC.CCOP(=O)(OCC)OCC.CCOP(=O)(OCC)OCC.CCOP(=O)(OCC)OCC.CCOP(=O)(OCC)OCC. The relative energy (zero: lowest compared OMol25 entry of this formula, charge and spin) is 185.76 kcal per mole.

Positions of all 234 atoms, in Å:
C 4.92 -15.54 5.26
C 6.16 -15.16 4.48
O 5.83 -14.67 3.24
P 6.75 -13.54 2.47
O 7.60 -12.77 3.40
O 5.56 -12.65 1.78
C 4.57 -12.08 2.55
C 4.79 -10.57 2.73
O 7.35 -14.38 1.22
C 7.46 -13.76 -0.05
C 6.58 -14.55 -0.97
H 4.16 -14.76 5.22
H 4.46 -16.35 4.69
H 5.29 -15.86 6.23
H 6.77 -14.45 5.04
H 6.58 -16.11 4.14
H 3.65 -12.23 1.98
H 4.37 -12.58 3.50
H 4.99 -9.95 1.86
H 3.85 -10.15 3.10
H 5.58 -10.41 3.46
H 7.12 -12.72 -0.06
H 8.44 -13.86 -0.52
H 6.95 -15.57 -1.02
H 5.58 -14.45 -0.53
H 6.39 -14.22 -1.99
C -9.95 5.93 9.36
C -11.13 6.90 9.05
O -10.73 7.72 7.96
P -11.83 8.06 6.82
O -12.41 6.85 6.21
O -12.89 9.03 7.54
C -13.59 10.07 6.93
C -15.12 9.84 7.04
O -11.03 8.95 5.66
C -9.98 8.28 4.94
C -9.94 8.66 3.48
H -9.95 5.56 10.38
H -9.92 5.08 8.67
H -8.96 6.38 9.24
H -12.01 6.38 8.68
H -11.36 7.54 9.90
H -13.42 10.82 7.70
H -13.24 10.30 5.92
H -15.70 10.65 6.60
H -15.25 8.90 6.51
H -15.39 9.65 8.08
H -9.08 8.52 5.51
H -10.15 7.21 4.93
H -9.42 9.62 3.40
H -9.23 8.09 2.88
H -10.84 8.59 2.87
C -4.06 9.36 -4.33
C -3.15 8.17 -4.42
O -2.66 8.20 -5.74
P -2.60 6.79 -6.53
O -1.65 6.72 -7.67
O -2.11 5.79 -5.26
C -2.05 4.36 -5.41
C -3.14 3.62 -4.54
O -4.13 6.36 -6.80
C -4.73 6.39 -8.05
C -5.06 4.94 -8.54
H -3.37 10.19 -4.45
H -4.85 9.31 -5.09
H -4.70 9.28 -3.45
H -2.17 8.37 -3.98
H -3.62 7.24 -4.13
H -2.20 4.18 -6.48
H -1.04 4.06 -5.17
H -2.98 2.55 -4.67
H -3.15 3.92 -3.49
H -4.12 3.61 -5.00
H -5.68 6.90 -7.99
H -4.09 6.98 -8.71
H -4.14 4.38 -8.74
H -5.71 4.43 -7.83
H -5.65 4.99 -9.46
C -0.77 5.77 8.65
C 0.39 6.88 8.62
O 1.34 6.38 7.73
P 2.75 5.79 8.33
O 3.34 6.56 9.44
O 2.43 4.30 8.68
C 2.03 3.87 9.94
C 1.72 2.34 9.91
O 3.69 5.71 7.07
C 5.01 5.05 7.14
C 5.90 6.03 7.88
H -1.73 5.95 8.16
H -0.35 4.85 8.24
H -1.09 5.57 9.68
H 0.09 7.87 8.25
H 0.88 6.94 9.59
H 2.76 4.15 10.71
H 1.17 4.48 10.21
H 0.67 2.07 9.99
H 1.97 1.91 8.94
H 2.20 1.72 10.67
H 4.90 4.06 7.59
H 5.37 4.88 6.13
H 5.50 5.76 8.85
H 6.92 5.68 7.76
H 5.69 7.06 7.57
C 9.98 -3.44 0.03
C 10.30 -4.35 -1.22
O 11.62 -4.06 -1.68
P 12.22 -4.84 -2.96
O 11.62 -4.44 -4.28
O 11.95 -6.44 -2.64
C 12.53 -7.18 -1.61
C 12.99 -8.58 -2.15
O 13.87 -4.70 -2.76
C 14.67 -5.32 -3.79
C 15.90 -5.91 -3.11
H 8.92 -3.52 0.28
H 10.63 -3.76 0.84
H 10.00 -2.36 -0.07
H 10.31 -5.33 -0.74
H 9.53 -4.21 -1.98
H 13.44 -6.77 -1.17
H 11.72 -7.35 -0.90
H 14.04 -8.53 -2.43
H 12.95 -9.43 -1.47
H 12.36 -8.88 -2.99
H 14.17 -6.15 -4.30
H 14.93 -4.44 -4.37
H 16.83 -5.61 -3.60
H 16.11 -5.70 -2.06
H 15.77 -6.99 -3.12
C -4.59 1.58 2.51
C -3.53 0.57 2.99
O -2.59 0.33 2.00
P -1.54 -0.87 2.06
O -2.11 -2.18 2.50
O -0.84 -0.81 0.64
C -0.27 -1.91 0.03
C 0.78 -2.59 0.92
O -0.46 -0.21 3.07
C -0.07 1.12 2.91
C 1.42 1.06 3.05
H -4.00 2.49 2.34
H -5.10 1.33 1.58
H -5.34 1.87 3.25
H -3.01 1.04 3.82
H -4.05 -0.33 3.33
H -1.07 -2.57 -0.31
H 0.18 -1.61 -0.92
H 0.40 -3.25 1.71
H 1.49 -3.20 0.36
H 1.45 -1.96 1.48
H -0.45 1.41 1.93
H -0.53 1.79 3.63
H 1.92 0.43 2.32
H 1.77 2.07 2.83
H 1.70 0.76 4.05
C -13.82 1.60 -2.07
C -13.08 0.46 -2.81
O -12.51 -0.44 -1.85
P -11.16 -0.20 -1.13
O -10.26 0.82 -1.71
O -11.54 0.22 0.39
C -11.35 -0.67 1.42
C -11.93 -0.19 2.78
O -10.44 -1.71 -1.14
C -9.09 -1.93 -1.41
C -8.70 -3.17 -0.47
H -14.84 1.38 -1.77
H -13.31 1.88 -1.14
H -13.77 2.44 -2.76
H -13.78 0.06 -3.54
H -12.31 0.73 -3.53
H -11.83 -1.61 1.13
H -10.33 -0.99 1.61
H -11.71 0.88 2.80
H -12.99 -0.44 2.75
H -11.43 -0.71 3.59
H -8.78 -2.12 -2.44
H -8.37 -1.12 -1.30
H -7.73 -3.66 -0.63
H -8.92 -2.97 0.57
H -9.41 -3.96 -0.72
C 0.11 -12.70 -7.08
C 0.00 -11.40 -6.21
O 1.06 -10.53 -6.60
P 0.99 -8.90 -6.73
O -0.44 -8.40 -6.70
O 2.01 -8.33 -5.68
C 3.40 -8.55 -5.97
C 3.93 -9.62 -5.05
O 1.68 -8.49 -8.13
C 1.10 -8.91 -9.41
C 2.29 -8.86 -10.38
H 1.12 -13.12 -7.06
H -0.53 -13.47 -6.64
H -0.34 -12.51 -8.06
H -1.03 -11.04 -6.26
H 0.18 -11.66 -5.17
H 3.59 -8.84 -7.01
H 3.76 -7.54 -5.79
H 3.53 -10.60 -5.28
H 5.02 -9.55 -5.03
H 3.82 -9.37 -3.99
H 0.71 -9.92 -9.25
H 0.31 -8.22 -9.71
H 3.01 -9.64 -10.13
H 1.85 -9.14 -11.33
H 2.94 -7.99 -10.51
C 4.19 13.40 -3.02
C 5.42 12.68 -3.60
O 5.00 11.35 -3.84
P 6.09 10.11 -3.85
O 7.51 10.46 -4.13
O 5.27 9.13 -4.89
C 5.65 9.35 -6.20
C 4.96 10.56 -6.94
O 5.96 9.40 -2.40
C 4.85 8.82 -1.68
C 3.89 8.01 -2.56
H 4.35 14.44 -2.75
H 3.25 13.41 -3.58
H 3.78 12.85 -2.17
H 5.88 12.96 -4.55
H 6.29 12.67 -2.94
H 6.67 9.63 -6.47
H 5.41 8.48 -6.80
H 5.01 11.54 -6.47
H 5.28 10.69 -7.97
H 3.90 10.34 -7.12
H 5.21 8.19 -0.87
H 4.22 9.62 -1.30
H 4.60 7.24 -2.88
H 2.95 7.78 -2.06
H 3.57 8.53 -3.46

Here are the Löwdin charges for atoms 1 to 99, given in e: -0.067, -0.322, -0.202, 0.534, -0.232, -0.202, -0.300, -0.062, -0.166, -0.298, -0.083, 0.074, 0.076, 0.083, 0.116, 0.125, 0.118, 0.112, 0.074, 0.071, 0.073, 0.115, 0.120, 0.084, 0.077, 0.080, -0.056, -0.260, -0.204, 0.496, -0.248, -0.183, -0.280, -0.059, -0.202, -0.280, -0.078, 0.067, 0.072, 0.070, 0.105, 0.116, 0.116, 0.120, 0.077, 0.074, 0.076, 0.122, 0.108, 0.072, 0.074, 0.085, -0.065, -0.309, -0.194, 0.527, -0.239, -0.239, -0.237, -0.057, -0.187, -0.293, -0.052, 0.087, 0.080, 0.079, 0.128, 0.115, 0.099, 0.114, 0.066, 0.074, 0.061, 0.114, 0.113, 0.072, 0.073, 0.070, -0.048, -0.244, -0.204, 0.412, -0.228, -0.184, -0.257, -0.045, -0.179, -0.234, -0.072, 0.061, 0.065, 0.060, 0.117, 0.096, 0.118, 0.098, 0.066, 0.072, 0.068

---

One molecule with the formula C2H7FN2S in a non-equilibrium geometry, computed with the ωB97M-V functional and the def2-TZVPD basis.

As for the strongest force on any atom: 2.67 eV/Å. The net charge is 0. The calculation puts the orbital gap at 10.05 eV. The calculated total energy comes out at -687.837197 Eh. The value obtained for the lowest unoccupied orbital energy is 0.516 eV. As for the spin multiplicity: 1. The SMILES is CN=[S@@](C)(=N)F. The relative energy (zero: lowest compared OMol25 entry of this formula, charge and spin) is 10.96 kcal per mole.

Positions of all 13 atoms, in Å:
C 2.07 -0.60 -0.28
N 0.98 0.10 0.43
S -0.45 -0.14 -0.05
C -1.39 1.15 0.81
N -0.52 -0.23 -1.54
F -1.31 -1.57 0.60
H 3.11 -0.29 -0.02
H 1.70 -0.47 -1.32
H 2.00 -1.67 0.03
H -1.19 1.11 1.84
H -1.17 2.18 0.61
H -2.41 1.02 0.74
H -1.42 -0.58 -1.83

Atomic charges from the natural (NBO) analysis, expressed in e, are listed below: -0.455, -0.834, 1.997, -0.811, -1.111, -0.567, 0.218, 0.224, 0.201, 0.257, 0.261, 0.238, 0.382

---

A 4-piece molecular cluster, CH9NO3 overall in a non-equilibrium geometry, computed with the ωB97M-V functional and the def2-TZVPD basis.

As for the strongest force on any atom: 1.97 eV/Å. The net charge is -1. The calculation puts the orbital gap (spin up / spin down) at 2.28 / 6.37 eV. The calculated total energy comes out at -323.885618 Eh. The value obtained for the lowest unoccupied orbital energy (spin up / spin down) is 3.008 / 2.948 eV. As for the spin multiplicity: 2. The relative energy (zero: lowest compared OMol25 entry of this formula, charge and spin) is 29.41 kcal per mole.

Positions of all 14 atoms, in Å:
C -1.86 2.19 0.16
N -0.74 2.76 -0.33
H -2.73 2.78 0.38
H -1.88 1.10 0.34
H 0.01 2.11 -0.53
H -0.18 -4.10 1.90
H -1.57 -4.45 2.30
O -0.67 -4.55 2.60
H 2.37 0.36 -1.09
H 2.59 1.85 -0.74
O 3.03 1.08 -1.13
H 0.20 -0.82 -1.86
H 0.66 0.31 -0.89
O 0.78 -0.63 -1.11

Atomic charges from the natural (NBO) analysis, expressed in e, are listed below: -0.492, -0.930, 0.121, 0.087, 0.239, 0.471, 0.463, -0.941, 0.483, 0.471, -0.976, 0.482, 0.485, -0.965

---

Q: The highest spin multiplicity belongs to which entry?
A: CH9NO3

---

Q: What is the formula in the first record?
A: C54H135O36P9